{"formula": "C7H18N2O", "method": "wB97M-V/def2-TZVPD", "symbols": ["C", "C", "C", "C", "O", "C", "C", "C", "N", "N", "H", "H", "H", "H", "H", "H", "H", "H", "H", "H", "H", "H", "H", "H", "H", "H", "H", "H"], "xyz": [[0.953, 1.902, 1.703], [-0.355, 1.621, 1.000], [-0.538, 0.479, -0.461], [-0.023, 1.206, -1.695], [-1.932, 0.359, -0.570], [0.206, -0.726, 0.010], [-0.293, -1.388, 1.293], [1.732, -0.649, -0.032], [-0.138, -1.937, -1.284], [-1.396, -2.017, -1.928], [0.858, 2.761, 2.381], [1.752, 2.148, 0.999], [1.266, 1.062, 2.330], [-1.118, 1.289, 1.708], [-0.736, 2.538, 0.539], [0.816, 1.860, -1.454], [0.331, 0.501, -2.451], [-0.823, 1.796, -2.150], [-2.261, -0.193, 0.154], [0.112, -0.896, 2.181], [-1.381, -1.388, 1.401], [0.029, -2.435, 1.335], [2.165, -1.251, -0.835], [2.178, 0.328, -0.227], [2.184, -1.007, 0.897], [0.009, -2.827, -0.801], [-2.156, -1.726, -1.299], [-1.438, -1.411, -2.744]], "mulliken_charge": [-1.0318, -0.6751, 0.5102, -1.6473, -0.6194, 1.6359, -1.5660, -1.7802, -0.3503, -0.7087, 0.3986, 0.2378, 0.2155, 0.3239, 0.3842, 0.3148, 0.3755, 0.4346, 0.4127, 0.3187, 0.3237, 0.5084, 0.4660, 0.2865, 0.3312, 0.2960, 0.3137, 0.2908], "relative_energy_ev": 3.463, "spin_multiplicity": 1, "orbital_gap_ev": 8.75, "energy_ev": -12575.86743, "lumo_ev": 0.739, "e_homo_ev": -8.01, "smiles": "CC[C@](C)(O)C(C)(C)NN"}